Entry 1:
Here is an isolated molecule of C7H9FN2O3S from the Open Molecules 2025 dataset. Energies are from wB97M-V/def2-TZVPD.

Results
- Kohn-Sham gap (spin up / spin down) (eV) = 6.39 / 7.38
- multiplicity = 3
- HOMO (spin up / spin down) (eV) = -5.8 / -10.0

XYZ file:
```
23
Properties=species:S:1:pos:R:3:lowdin_charge:R:1
C 2.16 0.00 -1.69 -0.187
C 2.33 -0.70 -0.54 -0.165
C 2.38 -0.24 0.86 -0.464
C -2.43 -0.36 -0.60 -0.156
C -2.45 0.57 0.59 -0.103
C -1.15 -1.20 -0.25 -0.200
C -0.98 0.75 0.95 -0.425
N 1.94 1.11 0.92 -0.130
N 1.73 1.27 -1.68 -0.209
O 2.88 -0.81 1.81 0.113
O -0.42 1.61 0.05 -0.317
O -0.43 -0.56 0.80 -0.121
F 2.78 -2.00 -0.66 0.079
S 1.23 1.94 -0.35 1.109
H 2.43 -0.57 -2.55 0.114
H -3.34 -1.09 -0.68 0.142
H -2.17 -0.16 -1.64 0.106
H -2.80 1.51 0.27 0.097
H -3.03 0.19 1.48 0.151
H -1.51 -2.25 0.25 0.155
H -0.37 -1.47 -1.13 0.148
H -0.70 1.19 1.89 0.148
H 1.92 1.29 1.90 0.114
```

=====

Entry 2:
Here is a structure of composition C4H4MgO2 from the Open Molecules 2025 dataset. Energies are from wB97M-V/def2-TZVPD.

Results
- Kohn-Sham gap (spin up / spin down) (eV) = 5.63 / 6.54
- multiplicity = 1
- HOMO (spin up / spin down) (eV) = -6.5 / -7.5

XYZ file:
```
11
Properties=species:S:1:pos:R:3:lowdin_charge:R:1
H -0.12 0.37 3.06 0.132
O -0.85 0.05 -2.26 -0.259
C -0.51 0.92 -1.14 -0.259
C -0.51 -0.01 0.07 -0.230
C -0.45 0.47 1.33 -0.040
C 0.63 0.31 2.11 -0.378
O 1.77 0.92 2.21 -0.060
Mg -1.06 -1.63 -1.16 0.721
H -0.91 0.51 -3.10 0.109
H -1.26 1.72 -1.07 0.129
H 0.48 1.36 -1.33 0.134
```

=====

Entry 3:
Here is the ion C5H9N2O2S with charge +1 from the Open Molecules 2025 dataset. Energies are from wB97M-V/def2-TZVPD.

Results
- Kohn-Sham gap (spin up / spin down) (eV) = 7.62 / 7.62
- multiplicity = 1
- net charge = +1
- HOMO (spin up / spin down) (eV) = -13.7 / -13.7

XYZ file:
```
19
Properties=species:S:1:pos:R:3:lowdin_charge:R:1
C -0.89 2.40 -1.31 -0.129
C -2.18 2.41 -1.67 -0.147
C -0.66 0.26 -0.24 -0.049
C -0.66 -1.87 0.76 -0.024
C 1.45 -0.67 0.60 0.000
N -0.15 1.43 -0.69 0.032
N 0.02 -0.66 0.35 -0.197
O -3.55 0.22 -2.51 -0.210
O -4.27 1.26 -0.35 -0.209
S -3.32 1.05 -1.38 0.920
H -0.32 3.28 -1.54 0.150
H -2.63 3.27 -2.13 0.105
H -0.40 -2.70 0.11 0.107
H -0.37 -2.13 1.78 0.103
H -1.74 -1.72 0.73 0.094
H 1.91 -1.47 0.03 0.113
H 1.93 0.27 0.34 0.083
H 1.62 -0.87 1.66 0.109
H 0.84 1.67 -0.56 0.148
```

=====

Entry 4:
Here is a cluster of 2 separate species, C2H3NO3 in total from the Open Molecules 2025 dataset. Energies are from wB97M-V/def2-TZVPD.

Results
- Kohn-Sham gap (eV) = 10.53
- multiplicity = 1
- SMILES string = O=[NH+][O-].C#CO
- HOMO (eV) = -10.3

XYZ file:
```
9
Properties=species:S:1:pos:R:3:lowdin_charge:R:1
O 1.16 1.92 0.74 0.039
N 1.77 0.93 0.40 -0.341
O 2.81 0.52 0.84 0.038
H 1.23 0.32 -0.44 0.209
C -2.45 -0.49 -0.63 0.124
C -1.29 -0.69 -0.40 -0.258
O 0.00 -0.91 -0.28 0.009
H -3.46 -0.28 -0.82 0.023
H 0.23 -1.31 0.59 0.156
```

=====

Entry 5:
Here is the ion C2HN2O2 with charge -1 from the Open Molecules 2025 dataset. Energies are from wB97M-V/def2-TZVPD.

Results
- Kohn-Sham gap (eV) = 8.51
- multiplicity = 1
- net charge = -1
- SMILES string = N#CC=[N+]([O-])[O-]
- HOMO (eV) = -4.0

XYZ file:
```
7
Properties=species:S:1:pos:R:3:lowdin_charge:R:1
N 0.43 2.00 1.70 0.028
C 0.24 1.25 0.85 -0.213
C -0.01 0.28 -0.46 -0.111
N -0.14 -1.02 -0.27 -0.555
O -0.35 -1.74 -1.29 -0.115
O -0.04 -1.53 0.87 -0.095
H -0.12 0.76 -1.41 0.060
```

=====

Entry 6:
Here is an isolated molecule of C4H6N4O from the Open Molecules 2025 dataset. Energies are from wB97M-V/def2-TZVPD.

Results
- Kohn-Sham gap (eV) = 8.55
- multiplicity = 1
- SMILES string = C=Cn1ocn/c1=N\N
- HOMO (eV) = -7.7

XYZ file:
```
15
Properties=species:S:1:pos:R:3:lowdin_charge:R:1
C -1.56 -1.84 -0.21 0.027
C -1.82 -0.54 0.02 -0.150
N -0.85 0.36 0.45 -0.025
O -1.25 1.69 0.20 0.037
C -0.11 2.29 -0.14 -0.173
N 0.95 1.59 -0.27 0.174
C 0.51 0.30 0.11 -0.379
N 1.23 -0.74 0.30 -0.019
N 2.50 -0.60 -0.09 -0.040
H -2.31 -2.55 -0.52 0.050
H -0.52 -2.14 0.09 0.053
H -2.71 -0.01 -0.28 0.114
H -0.12 3.38 -0.10 0.143
H 3.11 -1.45 0.24 0.126
H 2.94 0.25 0.21 0.062
```

=====

Entry 7:
Here is a cluster of 2 separate species, CH11N7 in total from the Open Molecules 2025 dataset. Energies are from wB97M-V/def2-TZVPD.

Results
- Kohn-Sham gap (eV) = 8.95
- multiplicity = 1
- SMILES string = [H]/N=C(/N)NN.NNN
- HOMO (eV) = -8.0

XYZ file:
```
19
Properties=species:S:1:pos:R:3:lowdin_charge:R:1
H -2.22 -1.21 0.65 0.035
N -2.14 -0.20 0.59 0.109
C -0.96 0.24 0.82 -0.559
N -0.71 1.58 0.90 0.114
N 0.09 -0.65 1.36 -0.134
N 1.21 -0.08 2.01 0.027
H 0.25 1.87 1.05 0.070
H -1.40 2.10 1.43 0.097
H -0.12 -1.64 1.40 0.132
H 1.35 -0.57 2.89 0.083
H 2.02 -0.18 1.40 0.079
N 1.15 0.68 -1.44 -0.033
N 0.49 -0.56 -1.26 -0.315
N -0.46 -0.96 -2.22 -0.044
H 1.81 0.59 -2.21 0.055
H 0.50 1.43 -1.71 0.056
H 0.30 -1.04 -0.18 0.122
H 0.01 -1.15 -3.10 0.049
H -1.18 -0.24 -2.38 0.056
```

=====

Entry 8:
Here is a structure of composition C11H19CrNS7 from the Open Molecules 2025 dataset. Energies are from wB97M-V/def2-TZVPD.

Results
- Kohn-Sham gap (spin up / spin down) (eV) = 5.48 / 3.47
- multiplicity = 5
- HOMO (spin up / spin down) (eV) = -5.6 / -5.6

XYZ file:
```
39
Properties=species:S:1:pos:R:3:lowdin_charge:R:1
Cr -0.60 -0.03 -0.12 -0.250
S -0.56 -2.44 -0.57 0.841
S -0.63 2.42 -0.46 0.845
C 0.70 -3.15 0.56 -0.359
C 0.39 -2.43 -2.15 -0.402
C 1.22 -1.17 -2.35 -0.268
N 0.39 0.02 -2.10 -0.196
C 1.11 1.28 -2.36 -0.264
C 0.17 2.46 -2.12 -0.405
H -0.35 -2.53 -2.95 0.082
H 1.03 -3.32 -2.15 0.085
H 1.58 -1.14 -3.39 0.125
H 2.09 -1.15 -1.68 0.101
H 1.45 1.29 -3.40 0.126
H 1.99 1.33 -1.71 0.107
H -0.64 2.46 -2.86 0.081
H 0.71 3.41 -2.19 0.083
C 0.74 3.12 0.54 -0.361
H -0.35 -0.02 -2.81 0.104
H 1.66 2.52 0.44 -0.006
H 0.40 3.09 1.58 0.045
H 0.89 4.15 0.22 0.041
H 0.28 -3.09 1.58 0.043
H 1.64 -2.59 0.52 0.000
H 0.84 -4.20 0.27 0.040
C -2.92 -0.04 -0.34 -0.313
C -2.38 -0.03 -1.63 -0.266
H -3.34 0.88 0.10 0.050
H -3.33 -0.97 0.08 0.046
H -2.38 0.89 -2.23 0.046
H -2.37 -0.95 -2.23 0.046
S 2.19 0.02 6.73 0.590
C 1.56 0.01 5.23 -1.481
S 2.51 0.02 3.76 0.905
C 1.25 -0.01 2.55 -1.056
C -0.04 -0.03 3.06 -1.093
S -1.42 -0.11 2.08 0.708
S -0.16 -0.02 4.81 0.907
S 1.62 -0.02 0.87 0.671
```

=====

Here are the calculated DFT total energy numbers, same order: -1105.1774 -505.1321 -853.7052 -358.2769 -336.7334 -450.1515 -427.8404 -4317.0208 (a.u.).